1.
75
Properties=species:S:1:pos:R:3:forces:R:3:lowdin_charge:R:1 method="wB97M-V/def2-TZVPD" s_squared=0.76 total_charge=-2 multiplicity=2 lumo_energy_ev="4.6964 / 4.6943"
H 2.23948 4.22703 3.36951 -0.01 0.05 -0.03 0.0648
C 3.07878 3.69930 2.90903 0.03 -0.06 0.03 -0.1014
H 3.28336 2.79595 3.48411 -0.01 0.00 0.01 0.0379
O 4.73632 0.39669 0.02107 0.27 0.14 -0.09 -0.3632
C 2.07274 -3.86277 -1.81424 0.07 0.03 0.06 -0.1449
H -0.40617 -5.30511 -3.58539 0.03 -0.01 0.00 0.0790
H 2.03938 -5.57267 -3.13602 -0.01 0.00 0.00 0.0662
Si -1.47331 -0.04170 -0.98976 -1.15 -0.45 -1.46 0.3065
H -0.47168 2.31149 -0.52594 0.00 0.05 -0.04 -0.0374
C -1.10202 -1.30598 2.09710 0.04 -0.36 -0.11 -0.1813
C -1.08216 0.23239 -2.88282 -0.33 0.38 0.15 -0.2110
C -2.61892 -2.92236 3.88692 -0.05 -0.01 0.04 -0.1343
C -1.45530 1.84556 -0.46821 0.14 -0.34 0.21 -0.2227
C -3.36241 -0.38380 -0.72041 0.47 0.28 -0.10 -0.1730
C -0.56552 0.61518 -5.64369 0.02 0.02 -0.01 -0.1366
H 2.69370 4.19834 0.83804 -0.04 -0.01 0.01 0.1119
C -1.55216 -0.65555 -3.85497 -0.08 -0.13 0.17 -0.1075
S 1.86339 0.81293 -0.56477 0.63 -0.08 0.52 0.3540
C -2.08794 -0.75024 2.93423 0.18 0.10 0.08 -0.2176
H -1.47070 -4.56835 3.10895 0.00 0.00 0.00 0.0839
C -0.92813 -2.70264 2.19917 -0.12 0.05 0.00 -0.1330
H -1.68240 -3.51288 -2.53825 0.02 0.02 0.02 0.0868
H -3.20068 -3.52754 4.57480 0.01 0.01 0.00 0.0789
C -4.11291 2.45329 3.03266 -0.03 -0.01 -0.02 -0.1286
C 1.36497 -2.83079 -1.22310 -0.29 0.09 0.01 -0.0767
C -2.39786 0.70942 2.98105 -0.13 0.14 -0.05 -0.1510
C -0.61742 -3.59229 -2.34903 0.10 0.13 0.13 -0.0727
H 1.76758 2.81959 1.42298 -0.03 -0.02 0.02 0.0654
S 3.30589 -0.00362 2.51551 -0.13 0.12 -0.36 0.1726
C 0.10880 -4.61003 -2.92622 -0.01 -0.13 -0.11 -0.1534
H -0.21110 -3.18579 1.54261 0.00 0.01 0.00 0.0768
Pd 0.13227 -0.53962 0.59889 0.68 0.53 1.31 0.5009
C -2.82908 -1.55785 3.81048 0.00 -0.01 -0.01 -0.0769
H 3.86560 -0.83150 -2.23159 0.01 -0.02 0.00 0.0560
H 0.50701 2.37094 -5.02440 0.00 0.00 0.00 0.0850
H 3.95777 4.34642 2.94771 0.01 -0.03 0.00 0.0658
C -3.72282 1.12647 2.89189 0.02 -0.01 0.00 -0.0728
C -1.81091 3.03807 3.35516 0.07 -0.08 0.01 -0.0605
C -1.41117 1.70088 3.19500 -0.20 0.07 -0.08 -0.2898
C -1.65182 -3.49843 3.07259 0.02 -0.01 -0.03 -0.1272
C -0.35117 1.32824 -3.35502 0.09 -0.02 0.06 -0.1251
H -3.41061 4.45510 3.39043 0.00 0.00 0.00 0.0850
H -3.79100 0.23146 0.07880 0.11 -0.02 -0.05 -0.0030
N -0.08933 1.38328 3.23350 0.21 -0.08 0.22 0.1327
H 5.96698 1.22941 -1.37446 0.02 -0.03 0.02 0.1080
H 0.04074 2.05058 -2.64897 -0.02 0.00 0.02 0.0631
H -1.80989 1.96295 0.55812 -0.04 -0.02 -0.01 -0.0050
C -3.13986 3.41072 3.27944 -0.02 -0.03 -0.03 -0.1333
H 5.18261 -0.21645 -3.25038 -0.01 0.03 -0.01 0.0694
H -4.47241 0.36923 2.68998 0.00 0.00 0.01 0.1084
H 1.87910 -2.15211 -0.55732 0.02 0.07 0.06 0.0482
N -0.82133 -1.69040 -0.92811 0.12 0.28 0.26 -0.1200
H -3.90225 -0.14327 -1.64526 0.01 -0.03 0.03 0.0093
C -0.02841 -2.62758 -1.46759 -0.16 -0.20 -0.39 -0.3905
C 2.73849 3.31664 1.48221 0.03 0.02 -0.10 -0.3320
H -2.14773 2.38017 -1.13126 -0.01 -0.08 -0.04 0.0250
H -3.52049 -1.43343 -0.48345 0.00 -0.10 0.01 0.0088
H 3.13111 -3.95527 -1.58356 -0.02 0.00 -0.02 0.0859
C 1.47286 -4.76947 -2.67942 -0.05 -0.02 -0.03 -0.1703
P 3.40443 0.89069 0.76574 -0.77 -0.38 -0.11 -0.1315
H -2.12039 -1.52277 -3.53448 0.01 0.03 -0.02 0.0831
H 0.58521 2.03716 3.58476 0.02 -0.03 -0.09 0.0744
H 5.54808 -1.23975 -1.84661 0.00 0.01 -0.01 0.0732
H -1.04525 3.79080 3.51581 0.02 -0.01 0.00 0.0950
H -5.15588 2.73074 2.93760 0.01 0.00 0.00 0.0804
H -1.68623 -1.19565 -5.92540 0.00 0.01 0.00 0.0860
H -0.36024 0.75336 -6.70023 0.00 0.01 0.01 0.0800
H 4.24108 1.51510 -1.65941 0.01 0.03 -0.03 0.0698
C -0.08218 1.51700 -4.70546 0.00 -0.04 -0.05 -0.1178
H 0.21367 0.44053 3.04335 0.07 -0.01 -0.02 0.0280
O 3.75204 2.46666 0.93126 0.18 0.27 0.03 -0.3615
C 4.97475 0.77227 -1.34572 -0.01 -0.06 0.05 -0.3358
C 4.88934 -0.45617 -2.22567 -0.01 -0.01 0.05 -0.0865
C -1.30832 -0.47405 -5.20808 0.02 -0.05 -0.08 -0.1170
H -3.57002 -1.09419 4.45419 -0.01 0.02 0.00 0.0968


2.
19
Properties=species:S:1:pos:R:3:forces:R:3:lowdin_charge:R:1 method="wB97M-V/def2-TZVPD" total_charge=0 multiplicity=1 lumo_energy_ev=0.7021 smiles="[H]/N=C/C(C)(C)C(=C)O"
H -2.38844 -0.58159 0.08835 0.32 0.24 -0.30 0.0725
C -0.46571 0.42199 1.57808 -0.08 0.21 0.16 -0.0458
H 0.25868 0.22739 2.37786 -0.10 -0.12 -0.16 0.0853
H -0.60618 1.50760 1.52657 0.01 -0.19 -0.08 0.0989
H 0.86382 -2.01238 0.99353 -0.13 0.16 -0.02 0.0849
H -1.43320 1.27740 -2.67685 -0.08 -0.17 0.22 0.0688
H 2.17358 0.00541 0.97276 -0.53 -0.09 -0.04 0.1150
C -0.87042 0.32401 -0.89474 -1.74 -0.63 -0.25 -0.3171
C 0.10084 -1.67483 0.28205 -0.01 -0.25 -0.10 -0.0445
H 0.33832 1.47902 -2.20984 -0.10 -0.20 0.32 0.0393
C 1.54706 0.33883 0.12368 0.03 0.50 -0.96 -0.1540
O -2.21568 -0.20298 -0.78651 1.36 0.55 0.02 -0.0178
N 2.10960 1.02489 -0.80852 -0.92 -0.82 1.06 0.0961
H 0.36146 -2.08816 -0.69869 -0.08 0.13 0.14 0.0993
H -1.41649 -0.02655 1.88390 0.09 0.02 -0.02 0.0810
C -0.63397 1.06593 -1.97399 0.15 -0.03 0.19 0.0734
H 3.10441 1.17240 -0.60282 -0.36 -0.14 0.04 0.0549
H -0.85004 -2.11889 0.59383 0.10 0.08 -0.06 0.0826
C 0.02237 -0.13949 0.23135 2.06 0.74 -0.16 -0.4728


3.
20
Properties=species:S:1:pos:R:3:forces:R:3:lowdin_charge:R:1 method="wB97M-V/def2-TZVPD" total_charge=0 multiplicity=1 lumo_energy_ev=1.0728 smiles="C=C(CCC)NC"
N -0.91240 0.01560 1.46445 -0.65 0.32 -0.23 -0.0851
H -1.06356 -1.43476 3.01209 0.30 0.00 -0.05 0.0705
H -0.03186 0.71128 -3.75525 0.34 0.09 -0.14 0.0661
C 0.35366 -0.00909 -3.03422 -1.12 -0.21 0.53 -0.1133
H 1.58903 -0.71133 -0.54839 0.07 -0.06 -0.70 0.1153
H -0.10191 -1.30595 -0.58233 0.33 -0.26 -0.05 0.1026
H 1.39344 -0.25625 -3.21811 0.12 0.06 -0.06 0.0684
H -2.45177 -1.26308 2.00910 -0.01 -0.22 -0.40 0.0769
C 0.08822 0.52462 -1.61356 0.77 0.47 -1.13 -0.2671
C 0.33837 0.21533 0.85705 -0.63 0.34 -0.72 -0.3793
C -1.36203 -1.25318 1.97069 0.11 0.13 0.30 -0.1179
H -0.97637 0.75655 -1.55464 -0.04 -0.12 0.34 0.1113
H -1.56094 0.77831 1.52605 0.22 0.13 0.16 0.1163
C 1.16175 1.17927 1.25274 0.01 -0.20 0.24 0.0469
H 0.61446 1.47863 -1.54507 0.01 0.03 0.33 0.1027
H 0.80211 1.92120 1.95492 0.50 -0.24 0.48 0.0605
H -0.27151 -0.89662 -3.17147 0.29 -0.20 -0.14 0.0686
C 0.53904 -0.42235 -0.52356 -0.23 -0.56 1.59 -0.1784
H -0.96104 -2.06811 1.36400 -0.28 -0.10 -0.01 0.0736
H 2.16727 1.20215 0.85494 -0.13 0.60 -0.34 0.0614


4.
42
Properties=species:S:1:pos:R:3:forces:R:3:lowdin_charge:R:1 method="wB97M-V/def2-TZVPD" total_charge=+2 multiplicity=1 lumo_energy_ev=-7.4281
H 1.73940 2.57897 3.33677 -0.15 -0.02 -0.16 0.1384
H -0.55470 -3.70953 -3.57143 0.06 -0.09 0.00 0.1329
C 0.56200 0.82107 3.70997 -0.18 0.09 -0.33 -0.1602
H -3.67440 1.88697 -0.82743 0.25 -0.17 0.03 0.1825
C -2.34110 0.51417 -0.91823 0.23 0.17 0.52 -0.4525
H 0.22770 1.29487 4.63557 0.07 -0.08 -0.05 0.1377
C -0.93430 -2.84023 -3.05613 0.05 0.12 0.28 0.0648
H -1.35700 0.71427 2.73187 0.04 -0.17 0.02 0.1213
H -2.47160 -2.49913 -4.51663 -0.01 0.00 -0.01 0.1407
C 0.29090 2.60267 -1.19643 0.16 -0.22 -0.38 -0.3347
H 1.37920 0.14167 3.96837 0.05 -0.01 0.17 0.1257
O -1.78360 0.77867 0.13277 0.18 -0.08 0.11 0.0515
H 0.86330 -4.60243 -2.23193 -0.15 0.29 0.08 0.1501
H 2.20990 2.09117 1.08227 0.02 -0.09 0.04 0.1071
N -0.18360 -0.88843 2.05937 0.10 -0.26 -0.82 0.0001
C -2.02080 -2.15853 -3.59493 0.06 0.08 0.14 0.0389
N 0.16140 5.79127 0.11747 0.14 0.72 0.30 0.1596
C -1.88700 -0.63783 -1.76343 -0.32 -0.17 -0.52 -0.1391
H -1.07100 -0.55863 3.93797 0.01 0.11 -0.19 0.1386
In 0.63010 -0.00183 0.11017 0.21 -0.23 0.35 0.9376
H 3.43680 0.51717 -0.74743 -0.15 -0.08 -0.01 0.0814
C -0.60680 0.02807 3.13597 -0.09 0.41 0.70 -0.2102
N 2.82790 -0.30063 -0.78173 -0.21 -0.08 0.22 0.0619
C 1.07550 1.91097 2.77647 -0.15 0.18 0.67 -0.2091
H 0.23760 2.50007 2.39527 0.11 0.05 -0.02 0.1310
N 1.80780 1.33137 1.63297 0.10 -0.21 -0.44 -0.0156
C -0.36840 -2.36723 -1.87303 -0.33 -0.10 -0.48 -0.1375
H 0.49340 -1.55753 2.42887 -0.12 -0.02 -0.05 0.1190
H 2.67440 -0.48383 -1.77183 0.10 0.03 0.04 0.0732
O 1.21710 -2.42303 -0.13133 0.03 0.16 -0.05 0.0412
N 0.59480 1.45747 -1.37883 0.21 -0.40 0.18 0.0465
C -2.52550 -1.04643 -2.93333 0.17 -0.02 0.25 0.0865
N -0.83520 -1.27663 -1.27613 0.32 0.24 0.26 0.1158
C 0.76990 -2.99193 -1.11273 -0.31 0.03 -0.08 -0.4271
H -1.00100 -1.43073 1.77757 0.18 -0.08 -0.02 0.1146
H 2.59700 0.80067 2.00507 -0.01 0.11 -0.10 0.1133
N -0.10370 3.74807 -1.18943 -0.70 -0.29 -0.81 0.1484
O -3.36690 1.15037 -1.38983 -0.52 0.12 -0.45 0.2163
O 1.25950 -4.13983 -1.47733 0.40 -0.39 0.08 0.2267
H 3.34090 -1.09043 -0.39613 0.04 0.03 -0.11 0.0761
H -3.38540 -0.50863 -3.30253 -0.03 0.03 -0.02 0.1444
C 0.07560 4.85357 -0.53643 0.16 0.27 0.63 -0.3378


Across the entries above, calculated total energy takes the values -2980.022270 -365.163064 -291.113813 -1342.008661 Eh, respectively.
Across the entries above, ΔE to the lowest compared entry with this formula, charge and spin takes the values 122.58 179.59 117.98 58.57 kJ/mol, respectively.